Entry 1:
55
Properties=species:S:1:pos:R:3:forces:R:3:nbo_charge:R:1 method="wB97M-V/def2-TZVPD" gap_ev=1.62 charge=+2
S 1.48107 -2.86254 -4.09363 -0.40 1.36 -0.06 2.045
S -1.61254 0.92818 -1.32379 -1.32 -0.42 -2.04 1.686
Si 0.80669 -2.98480 -1.96977 -0.22 -0.96 -0.54 1.374
Si -0.00134 -0.47716 -0.76528 1.86 -0.51 -0.02 1.770
F -1.33199 -4.69605 -1.90538 -0.18 0.27 0.13 -0.342
F -3.04572 2.89881 -0.47805 -0.16 -0.19 -0.05 -0.275
F -4.20592 2.15507 3.56956 -0.20 -0.22 0.28 -0.285
F -3.23160 1.05585 1.49143 0.07 0.08 -0.27 -0.280
F -0.15789 2.14274 1.36407 0.01 -0.39 -0.27 -0.338
F -1.38365 3.91144 1.46364 0.15 0.00 -0.04 -0.300
F -1.69694 1.22454 3.01365 0.01 -0.01 0.01 -0.313
F -3.95414 3.75169 2.17405 0.04 0.54 -0.29 -0.280
F -1.05717 3.51244 -0.98561 0.61 -0.32 -0.10 -0.287
F -2.58848 3.52801 3.86188 0.36 0.43 0.02 -0.291
F 1.47979 -4.33273 -4.60531 0.17 -0.33 -0.02 -0.465
O 0.44335 -2.17032 -4.78593 0.01 -0.28 -0.04 -0.873
O -2.88501 0.26937 -1.20760 0.19 -0.10 1.14 -0.866
O -1.55169 -2.97735 1.42879 -0.43 -0.31 0.69 -0.384
O -0.22234 -1.71276 -1.82407 0.01 0.16 0.65 -1.237
O 2.81838 -2.36304 -4.13124 0.14 -0.37 0.09 -0.889
O -1.26132 1.30603 -2.66774 0.93 0.46 0.41 -0.864
O 3.29577 3.26203 0.43257 0.14 0.15 0.75 -0.520
C -2.43756 1.92598 2.11554 0.50 -0.30 0.41 0.556
C -2.31546 -2.25289 0.38157 0.49 -1.56 1.87 -0.119
C -1.41896 2.59879 1.13487 -0.37 0.93 0.20 0.571
C 0.02967 -4.68382 -1.65821 0.43 -0.35 0.10 -0.215
C -0.02119 -1.08076 1.01060 -1.33 -0.52 1.27 -0.977
C 2.77401 1.91356 0.39167 0.06 -0.96 -0.44 -0.078
C -3.31249 2.91006 2.95023 -0.54 -0.82 -0.06 0.933
C 2.65385 4.14966 1.24760 0.73 -0.76 0.33 -0.278
C 0.37754 -5.23763 -0.26884 0.30 -0.18 -0.21 -0.655
C -1.39149 -1.62875 1.43055 0.39 0.89 -1.77 0.096
C 1.70369 0.20951 -1.18172 -0.74 0.98 0.46 -0.943
C 1.93589 1.70375 -0.85480 0.40 0.21 -0.30 -0.429
C -1.76021 2.55485 -0.37748 -0.71 0.45 0.48 0.421
Be 4.09132 3.94852 2.90882 -0.70 0.18 -1.04 1.309
H 1.84849 0.08477 -2.25424 0.03 -0.20 -0.07 0.295
H 1.03379 2.30913 -0.81678 -0.13 -0.05 -0.03 0.210
H 2.53582 2.12093 -1.66252 -0.01 0.11 -0.10 0.253
H 0.24521 -0.33610 1.75984 0.31 0.26 -0.24 0.265
H 2.04311 -2.88833 -1.17923 -0.01 0.29 0.11 -0.181
H 0.49449 -5.35407 -2.38507 -0.11 0.05 -0.24 0.223
H 2.13922 3.67527 2.11675 -0.34 -0.08 0.00 0.193
H 2.45936 -0.36979 -0.65069 0.02 -0.34 -0.14 0.252
H -0.51695 -5.52245 0.27571 -0.14 0.23 0.07 0.261
H 3.64226 1.26145 0.31867 0.19 0.12 0.04 0.217
H -3.36632 -2.15555 0.61938 -0.16 0.02 -0.30 0.246
H 0.63739 -1.94205 1.16327 0.45 0.15 -0.46 0.290
H 0.97780 -6.13686 -0.38705 -0.02 -0.11 0.01 0.245
H -1.91912 -1.07739 2.20398 -0.15 -0.01 0.01 0.238
H 0.99788 -4.55913 0.31420 -0.21 0.13 0.26 0.201
H 2.25264 1.64025 1.31457 -0.10 0.34 0.15 0.177
H -1.97298 -2.86387 -0.43906 -0.41 1.06 -1.11 0.257
H 3.46813 4.89180 1.66605 0.04 0.38 -0.07 0.056
H 1.95384 4.82170 0.73559 0.04 0.44 0.37 0.324

Entry 2:
7
Properties=species:S:1:pos:R:3:forces:R:3:nbo_charge:R:1 method="wB97M-V/def2-TZVPD" gap_ev="8.49 / 7.58" e_above_lowest_ev=1.517
O 0.52608 0.09582 1.12293 -0.06 -0.64 0.34 -0.367
N -0.99631 -0.24452 -0.15437 -0.61 1.34 0.38 -0.421
N -0.29090 -1.46371 -2.12732 0.62 -0.66 -1.10 -0.232
N 1.76984 2.08816 0.80920 0.99 1.77 -0.40 -0.292
C -0.57106 -0.93788 -1.13239 -0.55 -0.21 0.40 0.347
C 1.11415 1.12945 0.90273 -0.55 -1.19 0.41 0.563
H -1.55181 -0.66732 0.57922 0.16 -0.41 -0.04 0.403

Entry 3:
92
Properties=species:S:1:pos:R:3:forces:R:3:lowdin_charge:R:1 method="wB97M-V/def2-TZVPD" gap_ev=5.19 e_above_lowest_ev=1.565 charge=+2
Pb -0.88904 0.56859 -0.02627 0.54 0.10 0.32 1.226
Sb -3.47065 -1.22803 0.18998 -0.79 -0.53 0.05 1.242
S 4.72188 -5.56460 0.27453 -0.11 -0.28 0.05 1.048
O 2.25311 -6.51634 0.44963 -0.24 -0.25 -0.05 0.026
N 0.27045 -1.44064 -0.79531 0.04 -0.01 -0.38 -0.041
N -2.46148 2.46210 -0.46296 -0.07 0.34 -0.39 -0.042
N -1.36341 3.37594 -2.38510 0.33 0.14 -0.28 0.165
N -0.15187 1.29437 -2.04520 -0.39 -0.10 0.13 -0.028
N 1.52687 -0.38982 -2.55661 0.11 0.44 -0.39 0.179
C 1.78794 3.82071 -5.42060 -0.07 0.10 0.02 -0.045
C 1.63498 -3.80145 -1.35636 -0.38 0.05 -0.11 -0.031
C 2.44314 1.62100 -4.64015 0.07 -0.09 0.01 0.010
C 2.61721 2.70498 -5.49391 0.03 -0.05 0.01 -0.043
C 3.39308 -6.81482 0.24044 0.44 0.66 0.02 -0.704
C 1.73173 0.71073 1.99659 -0.12 -0.06 -0.07 -0.034
C -5.06895 -0.36686 1.34386 0.20 0.03 -0.17 -0.299
C 1.41958 1.69780 -3.71703 -0.22 0.46 -0.03 -0.108
C 0.67579 -3.76204 -0.34436 -0.10 -0.10 -0.21 -0.037
C 2.96300 -4.00961 1.76150 0.12 0.06 0.14 -0.074
C -0.41980 2.53045 -2.61282 -0.31 0.06 0.18 -0.307
C -3.19262 -2.90998 1.50394 0.11 0.15 -0.15 -0.303
C 0.58493 2.80765 -3.65164 0.31 -0.32 -0.11 -0.124
C -4.64319 -2.21434 -1.30737 0.19 0.13 0.06 -0.292
C 0.04200 -2.56977 -0.10213 -0.11 0.13 -0.01 -0.175
C -0.68013 3.46927 2.19782 -0.21 0.08 0.11 -0.014
C 3.84836 -4.08906 0.69023 0.20 0.15 -0.08 -0.530
C 0.30377 0.64569 4.62336 0.01 0.09 -0.02 -0.046
C 1.52733 4.66177 -0.69755 0.01 0.13 0.07 -0.009
C 2.39334 -2.79499 2.09350 0.08 -0.03 0.13 -0.019
C 2.17544 -0.36807 1.70004 -0.32 0.23 0.17 0.044
C 1.19022 -1.46536 -1.77967 -0.15 -0.56 0.16 -0.330
C 3.55377 -1.74275 0.25320 0.05 0.07 0.38 -0.025
C -3.46298 4.21348 -1.74928 0.04 -0.04 -0.03 0.017
C 0.00122 2.41663 2.76912 0.08 0.02 0.07 -0.108
C -4.57038 3.40019 0.19669 -0.05 0.01 0.06 -0.046
C -3.51260 2.54513 0.37150 0.05 -0.10 0.08 -0.207
C -0.55468 1.74223 3.99535 0.00 -0.22 0.14 -0.339
C -0.19106 4.16351 1.09796 0.13 -0.18 0.09 0.082
C 1.89749 -2.65010 -2.05921 -0.47 0.24 -0.19 0.004
C 1.36186 2.11431 2.24669 0.29 -0.11 -0.01 -0.261
C -2.41494 3.29907 -1.51827 -0.27 -0.08 0.26 -0.329
C -1.97878 1.21089 3.76104 0.00 0.08 -0.06 -0.047
C 2.69345 -1.64957 1.35433 0.43 -0.19 -0.34 -0.231
C 1.81676 2.91889 1.08447 -0.10 0.09 0.01 0.080
C 1.06663 3.89274 0.50641 0.14 -0.06 -0.19 -0.227
C 3.94315 -8.15751 -0.11108 -0.11 -0.26 -0.02 -0.061
C 0.94064 0.74057 -2.70698 0.31 -0.51 0.20 -0.290
C 0.74933 3.88643 -4.49841 -0.07 0.05 0.06 0.002
C 4.13164 -2.95409 -0.06857 0.19 -0.12 0.34 -0.106
C -4.54744 4.25584 -0.90835 0.11 -0.07 -0.01 -0.026
H -0.64395 2.55147 4.73286 0.01 0.07 -0.07 0.167
H 1.33656 0.95566 4.78456 0.01 -0.02 0.01 0.093
H 4.80157 -3.03137 -0.91498 0.00 0.01 -0.01 0.119
H -4.14871 -3.13619 1.97205 -0.03 0.03 -0.03 0.020
H -3.99446 -2.81924 -1.93754 0.00 0.01 0.00 0.012
H -2.86482 -3.77511 0.92990 0.04 0.02 0.00 0.016
H -0.11377 0.38991 5.59622 0.00 0.02 0.00 0.099
H 2.02709 2.41689 3.09040 -0.11 0.23 0.00 0.217
H 0.44129 -4.63975 0.24073 0.06 0.01 0.01 0.118
H -0.79699 4.95539 0.66907 -0.02 0.01 0.03 0.149
H 1.94872 4.64865 -6.09817 0.01 -0.02 -0.01 0.115
H -0.68071 -2.49110 0.70389 0.00 0.00 -0.01 0.067
H 2.63537 -2.60672 -2.84628 0.02 -0.02 -0.02 0.130
H 1.71796 -2.73278 2.93739 0.01 0.02 0.02 0.125
H 3.75554 -0.86146 -0.34254 0.06 -0.01 0.01 0.129
H 0.08875 4.74173 -4.44475 0.00 -0.01 -0.03 0.120
H -2.64305 1.97620 3.36141 -0.04 -0.04 0.00 0.067
H -1.95710 0.35893 3.07604 0.00 0.01 -0.02 0.061
H -4.69100 -0.04338 2.31343 -0.01 0.00 0.00 0.004
H 3.40461 2.68110 -6.23525 0.01 0.00 0.01 0.115
H 2.32889 4.13676 -1.21355 -0.01 0.00 -0.02 0.096
H 1.90027 5.64389 -0.39959 0.00 -0.01 0.00 0.105
H -2.39637 0.86829 4.70652 0.02 0.00 0.01 0.101
H -5.82430 -1.13592 1.49370 0.02 -0.03 -0.01 0.023
H 4.06146 -8.21763 -1.19470 0.00 0.04 -0.01 0.099
H -3.47755 1.87845 1.22703 -0.06 -0.04 -0.01 0.061
H -5.51052 0.47919 0.82233 -0.02 -0.01 0.00 0.001
H -2.46046 -2.68997 2.28000 -0.01 -0.01 0.01 0.002
H -5.39274 3.40202 0.89835 0.02 0.02 0.01 0.117
H 2.80643 2.68731 0.70839 -0.03 -0.07 -0.04 0.153
H 3.07970 0.74829 -4.69691 -0.02 0.00 0.00 0.120
H 0.70268 4.81715 -1.39379 0.02 -0.03 -0.01 0.076
H 2.16174 -4.72022 -1.57705 -0.01 0.01 0.02 0.121
H 3.25617 -8.94010 0.20389 -0.01 0.04 0.03 0.097
H 4.92274 -8.30468 0.34064 -0.01 -0.01 0.00 0.081
H -3.37057 4.86275 -2.60749 -0.03 0.01 0.00 0.124
H -5.15485 -1.47670 -1.92161 0.01 0.00 0.01 0.013
H -5.37136 -2.85462 -0.81322 0.00 0.03 0.04 0.021
H -5.36120 4.94472 -1.09078 0.01 0.01 0.00 0.124
H 0.30584 -0.25455 4.01149 0.03 -0.02 -0.01 0.077
H -1.63878 3.76694 2.60398 0.01 -0.02 0.01 0.135
H 2.72375 -4.89138 2.33693 0.05 0.00 0.03 0.122